{
  "formula": "C2H4NO",
  "method": "ωB97M-V/def2-TZVPD",
  "charge": 1,
  "largest_force_ev_per_a": 4.02,
  "e_above_lowest_kj_mol": 533.1,
  "species": ["C", "C", "N", "O", "H", "H", "H", "H"],
  "coordinates": [[-0.939362, -0.809820, -0.038786], [0.349624, -0.034765, -0.283915], [-2.141276, -0.825217, -0.263578], [-3.256172, -0.920172, -0.463277], [-0.785315, -2.122085, 1.273888], [1.191733, -0.573116, 0.152809], [0.513048, 0.296013, -1.266964], [0.300230, 0.996956, 0.345586]],
  "forces_ev_per_angstrom": [[0.756, -2.076, 2.462], [-0.811, 2.178, 3.286], [2.220, 0.085, 0.316], [-1.193, -0.084, -0.221], [-0.568, 2.590, -2.691], [-0.212, -0.120, -0.393], [-0.014, -0.140, -1.535], [-0.179, -2.432, -1.224]]
}